C38H54ClF13IN6O12P2S as an isolated structure, computed with ωB97M-V/def2-TZVPD.

## Properties
F_max: 1.7 eV/Å
LUMO energy: -3.59 eV
HOMO level: -0.3787 Ha
E: -159149.394 eV
Total charge: +1

Last column: Mulliken charge in e.
Atoms and positions in Å:
C  -3.88171  6.01842  -0.57578  -1.382
C  -3.79171  4.75484  -0.16244  -0.438
C  -4.37915  4.19599  1.12840  1.432
C  -5.51951  5.14771  1.53699  -0.930
Cl  -6.23586  4.63454  3.10674  -0.091
C  -6.69213  5.28626  0.53431  -0.201
C  -7.34190  6.68493  0.63794  -1.425
N  -5.03633  2.80755  0.84833  1.781
O  -5.35578  2.76487  -0.51995  -0.621
C  -6.66953  2.39413  -0.95537  -0.054
O  -6.85784  2.66629  -2.08859  -0.480
C  -7.65552  1.65473  -0.11191  1.192
C  -8.14382  2.02749  1.14422  0.605
C  -9.06529  1.22627  1.79595  -1.031
C  -9.51982  0.05070  1.21321  -0.504
C  -9.05708  -0.30945  -0.04313  -0.714
C  -8.13098  0.48584  -0.70109  -0.758
C  -4.30191  1.49916  1.31750  1.699
C  -3.47017  0.99928  0.14112  -1.167
C  -2.55663  -0.23578  0.30457  -2.227
C  -1.07917  0.01521  0.03872  0.937
F  -0.92857  0.88867  -0.98449  -0.349
F  -0.42293  0.47340  1.12670  -0.265
C  -0.36707  -1.30763  -0.38857  0.417
F  -0.82958  -2.36131  0.31317  -0.324
F  -0.68615  -1.51443  -1.68377  -0.322
C  1.19620  -1.24776  -0.30015  0.584
F  1.67040  -2.02944  -1.29238  -0.291
F  1.61371  0.00567  -0.55285  -0.140
C  1.81394  -1.78633  1.03358  0.573
F  1.00621  -1.56728  2.08976  -0.212
F  1.94707  -3.11698  0.89225  -0.286
C  3.22549  -1.20877  1.37954  0.477
F  3.81947  -2.13238  2.16698  -0.207
F  3.97720  -1.06379  0.28029  -0.267
C  3.21445  0.11859  2.21297  0.512
F  2.22819  0.93045  1.82360  -0.093
F  3.04581  -0.15732  3.50486  -0.249
F  4.37605  0.74442  2.05023  -0.257
N  -5.42077  0.61324  1.62028  -0.368
C  -5.57003  -0.49230  1.11842  0.389
S  -5.75016  -1.90631  0.53888  -0.239
C  -3.62656  1.73332  2.74537  -0.701
O  -2.36702  1.17140  2.83883  -0.427
P  -4.58146  0.98729  4.21584  0.672
O  -3.83529  1.32197  5.42743  -0.780
O  -6.07096  1.51356  4.29726  -0.566
O  -4.55591  -0.59331  3.96493  -0.495
O  -3.51483  3.06823  3.12938  -0.023
C  -3.22277  4.06294  2.18590  -0.950
I  -1.27012  3.74952  1.25124  0.329
P  -3.04870  5.70473  3.22820  0.165
C  -1.29603  5.90667  3.61548  -1.218
O  -3.58372  5.25173  4.69781  -0.452
H  -4.02125  6.86238  0.08986  0.281
H  -3.76068  6.23261  -1.63005  0.324
H  -3.19997  4.08384  -0.77291  0.402
H  -5.11850  6.14503  1.65484  1.205
H  -7.47097  4.56156  0.74136  -0.074
H  -6.32389  5.16317  -0.47908  0.487
H  -8.39158  6.62626  0.91753  0.412
H  -6.85478  7.30641  1.39143  0.335
H  -7.27207  7.21964  -0.30719  0.341
H  -5.92128  2.82977  1.37129  -0.450
H  -7.81847  2.93037  1.64082  0.351
H  -9.42727  1.51939  2.77270  0.471
H  -10.22930  -0.57525  1.73660  0.436
H  -9.39882  -1.22001  -0.51576  0.457
H  -7.77762  0.20464  -1.68455  0.489
H  -2.86958  1.83401  -0.22438  0.330
H  -4.12849  0.76908  -0.69441  0.701
H  -2.65158  -0.75495  1.25547  0.582
H  -2.85631  -0.98054  -0.43508  0.911
H  -2.40630  0.24357  3.10065  0.573
H  -6.46486  1.79730  3.46398  0.338
H  -4.11051  -0.99478  4.72720  0.342
H  -0.75414  6.36539  2.79294  0.390
H  -1.30898  6.62867  4.43713  0.429
H  -0.78682  5.01627  3.98450  0.383
H  -4.40532  5.71146  4.89790  0.335
C  2.83467  1.96817  -2.36919  -1.107
C  2.81917  3.25685  -3.16091  0.421
O  2.21493  4.23907  -2.76006  -0.683
N  3.49802  3.28122  -4.33474  -0.133
C  4.26195  2.21570  -4.95523  -0.777
H  2.24946  2.12914  -1.47075  0.364
H  2.38971  1.15520  -2.94456  0.375
H  3.85089  1.69017  -2.08588  0.402
H  3.44628  4.16820  -4.81106  0.247
H  5.30185  2.51834  -5.08454  0.282
H  3.85172  1.97406  -5.93661  0.280
H  4.23702  1.32162  -4.34127  0.293
C  5.63106  -5.52132  -3.61456  -1.123
C  4.67184  -4.52294  -4.21996  0.729
O  4.57767  -4.36461  -5.42387  -0.658
N  3.90429  -3.79360  -3.36317  -0.062
C  3.87301  -3.83507  -1.91425  -0.573
H  6.16090  -6.01329  -4.42422  0.203
H  6.35523  -5.02014  -2.97126  0.361
H  5.09494  -6.27411  -3.03578  0.341
H  3.28701  -3.14975  -3.83235  0.179
H  2.87666  -4.10841  -1.56945  0.156
H  4.13051  -2.85589  -1.51023  0.112
H  4.58141  -4.56476  -1.53537  0.342
C  8.10742  -9.68594  -6.52819  -1.160
C  9.44449  -9.16842  -6.04630  0.744
O  10.29234  -9.90771  -5.58053  -0.635
N  9.66901  -7.82950  -6.15200  -0.157
C  8.78169  -6.80723  -6.67213  -0.765
H  8.08829  -10.76030  -6.37557  0.283
H  7.28822  -9.23361  -5.96780  0.310
H  7.96717  -9.47629  -7.58910  0.346
H  10.57664  -7.54740  -5.81728  0.213
H  9.24793  -6.30025  -7.51829  0.280
H  8.58156  -6.06799  -5.89394  0.236
H  7.84075  -7.23790  -6.99644  0.308
C  8.66613  -2.46384  4.41528  -1.202
C  7.87587  -3.02374  5.57689  0.733
O  8.41724  -3.48217  6.56477  -0.633
N  6.51611  -2.99707  5.47816  -0.106
C  5.70342  -2.49476  4.38993  -0.785
H  9.72137  -2.55928  4.64986  0.293
H  8.45625  -3.01596  3.49829  0.339
H  8.43286  -1.41025  4.25616  0.336
H  6.04902  -3.38364  6.28308  0.219
H  5.05298  -1.69186  4.74309  0.269
H  5.07765  -3.29338  3.98919  0.270
H  6.33107  -2.11013  3.59269  0.254